--- P ---
Below is C3H3N3 as an isolated structure, with properties calculated with wB97M-V/def2-TZVPD.

The lowest unoccupied orbital energy is -0.060 eV. The frontier orbital gap is 0.3390 hartree.

Element x y z (Å)
N -0.61 -1.04 -0.20
C -0.01 0.35 0.52
C 1.10 -0.32 -0.06
N 2.13 -0.71 -0.42
C -0.39 1.67 -0.02
N -0.73 2.68 -0.48
H -0.59 -1.97 0.22
H -0.85 -1.05 -1.19
H -0.05 0.39 1.63

=====

--- Q ---
Below is a single C3H3N3 molecule, with properties calculated with wB97M-V/def2-TZVPD.

The lowest unoccupied orbital energy is -1.314 eV. The frontier orbital gap is 0.3380 hartree.

Element x y z (Å)
C -0.28 0.64 0.19
C -0.50 -0.77 0.74
C 0.64 -0.74 -1.09
H -0.37 2.63 0.38
H -0.92 -0.87 1.77
H 1.44 -1.21 -1.85
N -0.35 1.63 1.01
N 0.24 -1.71 0.01
N 0.09 0.40 -1.16

=====

Which of them is most stable, and which least? Most stable: Q; least stable: P.

=====

--- P ---
Below is C6H9NO3 as an isolated structure, with properties calculated with wB97M-V/def2-TZVPD.

The lowest unoccupied orbital energy is 0.425 eV. The frontier orbital gap is 0.3675 hartree.

Element x y z (Å)
C 1.92 1.81 1.23
C -1.30 0.59 0.39
C -0.01 -1.52 -1.41
C -0.86 -1.65 -0.17
N 0.82 -0.47 -1.48
C -1.61 1.78 0.25
C -1.52 -2.76 0.14
O -0.96 -0.58 0.77
O 0.93 1.66 0.26
O -0.10 -2.38 -2.27
H 1.40 -0.42 -2.30
H 0.89 0.30 -0.79
H 2.58 0.93 1.22
H 2.57 2.68 1.02
H 1.52 1.91 2.25
H -2.49 2.35 0.04
H -0.18 2.21 0.34
H -1.40 -3.62 -0.49
H -2.19 -2.80 0.98

=====

--- Q ---
Below is a 2-piece molecular cluster, C6H9NO3 overall, with properties calculated with wB97M-V/def2-TZVPD.

The lowest unoccupied orbital energy is 0.705 eV. The frontier orbital gap is 0.3636 hartree.

Element x y z (Å)
C 0.91 -0.02 -1.07
C -0.28 -0.47 -1.38
C -0.04 0.98 -1.67
C 2.33 -0.18 -0.73
C 0.01 -0.22 1.47
C -1.53 -0.36 1.16
N -2.17 0.80 1.10
O 0.53 -1.43 1.69
O 0.50 0.84 1.78
O -2.00 -1.48 1.07
H -0.18 -2.08 1.50
H -0.99 -1.26 -1.45
H -1.63 1.64 1.26
H -3.15 0.85 0.89
H -0.47 1.74 -1.03
H 0.09 1.30 -2.70
H 2.96 0.19 -1.54
H 2.54 0.41 0.16
H 2.56 -1.23 -0.52

=====

--- R ---
Below is a single C6H9NO3 molecule, with properties calculated with wB97M-V/def2-TZVPD.

The lowest unoccupied orbital energy is 0.614 eV. The frontier orbital gap is 0.3302 hartree.

Element x y z (Å)
C -0.96 0.44 -0.20
C 2.73 -0.49 -0.58
C 0.54 -1.29 0.05
C -2.37 0.86 -0.39
C -1.87 -1.77 0.36
C 3.05 1.78 0.18
N -0.77 -0.81 0.16
O 0.82 -2.46 -0.13
O 1.46 -0.30 0.13
O 3.40 0.56 -0.56
H -2.62 0.95 -1.44
H -2.36 2.00 -0.12
H -3.29 0.43 0.14
H -1.59 -2.87 0.53
H -2.45 -1.44 1.22
H -2.54 -1.77 -0.47
H 2.28 2.23 -0.26
H 3.99 2.42 0.25
H 2.54 1.53 1.14

=====

--- S ---
Below is a single C6H9NO3 molecule, with properties calculated with wB97M-V/def2-TZVPD.

The lowest unoccupied orbital energy is -0.303 eV. The frontier orbital gap is 0.2203 hartree.

Element x y z (Å)
C -0.93 1.67 -1.12
N -0.25 0.75 -0.21
C 1.00 -1.32 0.31
C -0.40 -0.98 -0.52
C 0.36 1.07 0.84
C -0.35 -1.30 -1.87
C 0.75 1.73 1.89
O 0.73 -1.78 1.57
O -1.49 -1.48 0.19
O 2.12 -1.25 -0.13
H 1.57 -2.05 1.98
H -1.21 -1.65 1.10
H -0.66 1.40 -2.14
H -0.62 2.70 -0.91
H -2.00 1.57 -0.99
H 0.34 -0.79 -2.51
H -0.79 -2.22 -2.22
H 1.80 1.82 2.14
H 0.03 2.14 2.59

=====

Which of them is most stable, and which least? Most stable: Q; least stable: R.

=====

--- P ---
Below is a 3-piece molecular cluster, C4H15NO3 overall, with properties calculated with wB97M-V/def2-TZVPD.

The lowest unoccupied orbital energy is 0.804 eV. The frontier orbital gap is 0.3759 hartree.

Element x y z (Å)
C 2.34 0.72 0.40
N 1.04 0.20 -0.06
C 0.73 0.81 -1.37
C 0.07 0.57 0.98
C -0.79 -0.57 1.44
O -1.63 -1.13 0.43
H 3.06 0.56 -0.42
H 2.29 1.83 0.62
H 2.64 0.24 1.38
H 1.51 0.51 -2.09
H 0.66 1.94 -1.31
H -0.25 0.39 -1.63
H -0.65 1.20 0.39
H 0.44 1.24 1.78
H -1.46 -0.11 2.18
H -0.30 -1.39 2.01
H -1.07 -1.51 -0.26
H -3.25 -0.11 -0.03
H -4.46 0.83 -0.25
O -3.59 0.61 -0.60
H 0.93 -1.51 -0.86
H 1.13 -2.87 -1.72
O 0.63 -2.43 -1.01

=====

--- Q ---
Below is C4H15NO3 as an isolated structure, with properties calculated with wB97M-V/def2-TZVPD.

The lowest unoccupied orbital energy is 0.395 eV. The frontier orbital gap is 0.3544 hartree.

Element x y z (Å)
C -2.82 -1.23 0.23
C -1.28 -1.25 -0.13
C -0.85 0.14 -0.64
O 0.56 0.43 -0.64
C 1.27 -0.51 -1.49
N -0.58 -1.54 1.11
H -3.08 -2.21 0.62
H -3.52 -0.93 -0.55
H -2.98 -0.64 1.14
H -0.95 -2.02 -0.83
H -1.22 0.87 0.08
H -1.40 0.50 -1.50
H 2.33 -0.26 -1.40
H 1.05 -0.42 -2.55
H 1.31 -1.54 -1.14
H -0.03 -2.38 1.01
H 0.05 -0.77 1.30
O 1.75 1.74 0.42
H 0.90 1.30 0.46
H 2.28 1.17 -0.15
O 2.21 3.51 1.60
H 2.95 3.19 2.11
H 2.05 2.83 0.95

=====

--- R ---
Below is a 3-piece molecular cluster, C4H15NO3 overall, with properties calculated with wB97M-V/def2-TZVPD.

The lowest unoccupied orbital energy is 0.485 eV. The frontier orbital gap is 0.3235 hartree.

Element x y z (Å)
C -0.10 0.98 1.74
N -0.48 1.28 0.34
C 0.11 1.01 -2.03
C 0.64 1.20 -0.63
C 1.65 0.03 -0.20
O 2.80 0.56 0.42
H 1.00 1.12 1.88
H -0.47 -0.03 1.92
H -0.52 1.70 2.45
H -1.31 0.68 0.16
H -0.96 0.98 -2.24
H 0.63 0.30 -2.68
H 0.36 1.96 -2.53
H 1.15 2.16 -0.50
H 1.15 -0.75 0.32
H 2.09 -0.29 -1.14
H 2.96 0.31 1.33
H 1.11 -3.13 0.22
H 0.60 -2.38 1.53
O 0.34 -2.90 0.76
H -4.32 -2.27 -0.05
H -4.23 -0.85 -0.27
O -4.19 -1.66 -0.80

=====

--- S ---
Below is a 5-piece molecular cluster, C4H15NO3 overall, with properties calculated with wB97M-V/def2-TZVPD.

The lowest unoccupied orbital energy is -3.243 eV. The frontier orbital gap is 0.2113 hartree.

Element x y z (Å)
N -1.32 0.42 1.21
C -1.64 0.20 -0.18
C -0.64 0.94 -0.98
C -0.40 2.18 -0.09
C -0.36 1.53 1.31
H -0.84 -0.42 1.53
H -2.66 0.55 -0.36
H -1.58 -0.89 -0.32
H -0.96 1.25 -1.97
H 0.28 0.31 -1.11
H -1.24 2.92 -0.21
H 0.40 2.95 -0.24
H -0.68 2.25 2.07
H 0.66 1.16 1.47
H 1.09 -2.33 -0.51
H 1.41 -3.09 -2.01
O 1.12 -2.26 -1.52
H 0.11 -2.54 1.26
H -1.89 -1.76 -0.44
O 0.68 -1.83 0.94
H 2.11 -0.58 0.31
H 3.43 -0.87 -0.24
O 2.92 -0.08 0.09

=====

Which of them is most stable, and which least? Most stable: P; least stable: S.

=====

--- P ---
Below is a 2-piece molecular cluster, C6H10N2 overall, with properties calculated with wB97M-V/def2-TZVPD.

The lowest unoccupied orbital energy (spin up / spin down) is -0.579 / -0.579 eV. The frontier orbital gap (spin up / spin down) is 0.3156 / 0.3156 hartree.

Element x y z (Å)
C -1.79 1.14 -1.03
C 1.15 -0.75 -1.50
C 0.36 -0.62 -0.46
C -0.20 -1.89 0.07
C -0.64 0.71 1.56
C 0.14 0.65 0.27
N -2.74 1.56 -1.53
N 1.06 1.65 0.13
H 1.67 0.05 -2.09
H 1.20 -1.80 -2.02
H 0.14 -2.72 -0.61
H 0.25 -2.15 1.02
H -1.30 -1.90 0.36
H 0.00 0.55 2.45
H -1.08 1.74 1.74
H -1.38 -0.05 1.65
H 1.68 1.56 -0.75
H 1.49 2.27 0.75

=====

--- Q ---
Below is a single C6H10N2 molecule, with properties calculated with wB97M-V/def2-TZVPD.

The lowest unoccupied orbital energy is 1.021 eV. The frontier orbital gap is 0.3492 hartree.

Element x y z (Å)
C -1.00 -0.54 -0.10
C -0.34 0.38 0.86
C -0.26 0.53 -0.95
C 1.36 0.31 -0.58
C 1.82 -1.07 -0.13
C 1.16 0.04 0.69
H -2.96 -1.67 0.35
H -2.74 0.21 0.56
H -0.89 -1.43 -0.72
H -0.63 0.52 1.79
H 0.09 2.27 0.02
H -0.73 0.75 -1.85
H 2.03 1.18 -1.02
H 2.99 -0.91 0.25
H 1.36 -2.00 -0.43
H 1.84 0.54 1.40
N -2.41 -0.67 -0.12
N -0.67 1.55 -0.02

=====

--- R ---
Below is a single C6H10N2 molecule, with properties calculated with wB97M-V/def2-TZVPD.

The lowest unoccupied orbital energy is -1.684 eV. The frontier orbital gap is 0.2099 hartree.

Element x y z (Å)
C -1.95 -1.01 0.53
C -1.58 0.47 0.46
C -0.40 0.78 -0.36
C 0.94 0.03 0.15
C 2.12 0.81 -0.22
N 1.96 1.30 -1.62
C 1.71 -0.03 -1.46
N 0.96 -0.62 1.35
H -2.59 -1.27 -0.34
H -2.62 -1.28 1.40
H -1.01 -1.56 0.53
H -1.32 0.67 1.51
H -2.51 1.04 0.35
H -0.50 0.38 -1.37
H -0.08 1.84 -0.51
H 3.12 0.80 0.21
H 2.30 -0.82 -1.91
H 1.43 -1.54 1.32

=====

--- S ---
Below is C6H10N2 as an isolated structure, with properties calculated with wB97M-V/def2-TZVPD.

The lowest unoccupied orbital energy is 1.000 eV. The frontier orbital gap is 0.3380 hartree.

Element x y z (Å)
C -1.13 -0.96 -0.35
C -1.16 0.38 0.35
C -0.40 -0.43 1.47
C 1.14 -0.36 -0.18
C 1.13 1.15 0.31
C 0.46 0.24 -1.41
H -1.33 -1.25 -1.41
H -1.96 -1.65 0.06
H -2.42 0.64 0.42
H -0.99 -0.79 2.22
H 0.51 0.20 1.79
H 2.19 -0.78 -0.15
H 1.30 1.56 1.37
H 1.90 1.92 -0.19
H 1.27 0.41 -2.47
H -0.44 -0.06 -1.78
N 0.10 -1.39 0.42
N -0.18 1.17 -0.47

=====

Which of them is most stable, and which least? Most stable: P; least stable: S.